1.
Here is a 2-piece molecular cluster, C3H11N2O overall from the Open Molecules 2025 dataset. Energies are from wB97M-V/def2-TZVPD.

```
17
Properties=species:S:1:pos:R:3:forces:R:3:nbo_charge:R:1
C -0.063043 -1.620070 0.550992 4.0 -0.6 0.4 -0.790
C -1.380658 -0.964751 0.295661 -0.8 -0.7 0.6 0.670
O -1.592136 0.006912 -0.416916 0.6 0.1 0.0 -0.664
N -2.383109 -1.619517 0.930263 0.0 0.7 -0.3 -0.783
H 0.209081 -1.852596 1.625661 -1.2 -0.4 -1.1 0.268
H 0.974509 -1.191988 0.335656 -1.6 1.2 -0.2 0.224
H -3.310259 -1.226268 0.889209 0.0 -0.1 -0.1 0.419
H -2.253491 -2.445834 1.480664 0.2 -0.1 0.1 0.412
H 0.174642 -2.444269 -0.147787 -1.1 -0.5 0.7 0.274
C 1.818456 1.955349 -0.316897 -0.9 -0.1 0.3 -0.429
N 0.614924 1.395131 -1.111769 2.5 0.0 -0.2 -0.689
H 0.885417 1.184638 -2.091062 -0.6 1.0 0.3 0.441
H 0.367408 0.444911 -0.783351 -0.8 0.8 0.5 0.470
H -0.114584 2.080978 -0.944440 -0.7 -0.6 -0.8 0.457
H 2.547867 1.116241 -0.266437 -0.2 1.2 0.2 0.238
H 1.335233 2.219875 0.639582 0.7 -0.6 0.0 0.231
H 2.169744 2.961257 -0.669027 -0.1 -1.4 -0.4 0.255
```
Forces are in eV/Å.

For the energy relative to the best compared isomer or geometry (same formula, charge and spin), the calculation gives 30.2 kcal/mol. The gap between HOMO and LUMO comes out at 10.8 eV. The charge is +1. The value obtained for the highest occupied orbital energy is -0.518 Eh.


2.
Here is a 2-piece molecular cluster, C3H11N2O overall from the Open Molecules 2025 dataset. Energies are from wB97M-V/def2-TZVPD.

```
17
Properties=species:S:1:pos:R:3:forces:R:3:nbo_charge:R:1
C -0.521988 -0.828891 -2.266364 -0.5 -0.8 -0.5 -0.434
N -1.598618 -0.970304 -1.255085 0.8 0.4 0.3 -0.857
H -0.677472 -1.546067 -3.069417 0.1 -0.1 -0.2 0.214
H 0.461364 -1.071903 -1.850932 -0.2 0.4 0.1 0.201
H -0.567366 0.156007 -2.725950 0.2 0.1 0.3 0.216
H -2.511640 -0.922393 -1.690659 0.0 0.1 0.0 0.399
H -1.535171 -1.867358 -0.788132 -0.1 -0.2 -0.2 0.379
O 1.788387 1.304712 0.609934 0.0 -0.1 -0.2 -0.476
C 1.577992 0.207650 1.035010 -0.7 -0.3 0.8 0.428
C 0.149622 -0.154433 1.547134 0.1 0.1 0.3 -0.347
N -0.779010 0.687255 0.760400 0.2 0.3 -0.4 -0.724
H 2.322956 -0.601342 1.083355 0.1 0.2 0.0 0.163
H -0.056002 -1.216235 1.437680 -0.1 0.0 -0.4 0.233
H -0.030943 0.037802 2.610998 0.6 0.2 -0.1 0.260
H -1.638979 0.968948 1.227333 0.0 -0.4 0.1 0.435
H -0.272183 1.561943 0.561016 0.1 -0.1 -0.2 0.448
H -1.029878 0.137411 -0.150207 -0.7 0.2 0.2 0.464
```
Forces are in eV/Å.

For the energy relative to the best compared isomer or geometry (same formula, charge and spin), the calculation gives 36.8 kcal/mol. The gap between HOMO and LUMO comes out at 11.0 eV. The charge is +1. The value obtained for the highest occupied orbital energy is -0.536 Eh.


3.
Here is a 2-piece molecular cluster, C3H11N2O overall from the Open Molecules 2025 dataset. Energies are from wB97M-V/def2-TZVPD.

```
17
Properties=species:S:1:pos:R:3:forces:R:3:nbo_charge:R:1
C 1.068822 -1.679897 0.548893 0.0 -0.9 -0.1 -0.673
C 0.549856 -0.397247 0.025930 0.1 1.0 -0.6 0.009
C 0.580764 0.849819 0.541306 -0.1 -0.8 1.7 0.029
N 1.460799 1.177090 1.533202 -0.2 0.1 0.0 -0.787
N -0.182775 -0.498096 -1.273605 -0.2 -1.0 0.3 -0.701
H 1.558511 -2.301669 -0.200066 0.1 0.0 -0.1 0.224
H 0.221783 -2.266891 0.929147 -0.1 0.0 -0.2 0.237
H 1.732988 -1.650838 1.401128 0.2 0.6 0.0 0.266
H -0.275922 1.523208 0.523245 0.2 0.2 -1.1 0.207
H 2.431721 0.928250 1.485745 -0.1 -0.2 0.1 0.408
H 1.209556 1.897259 2.183368 0.2 0.2 0.0 0.405
H -0.394177 -1.480177 -1.489065 -0.2 0.2 0.3 0.427
H 0.412787 -0.228175 -2.054465 -0.1 0.5 0.0 0.430
H -1.090836 0.023164 -1.221572 0.3 0.1 -0.2 0.473
H -3.216732 1.339736 -0.672510 0.3 0.1 0.3 0.511
H -3.178687 0.227911 -1.661792 0.1 -0.2 0.1 0.493
O -2.679398 0.570237 -0.904568 -0.6 0.0 -0.6 -0.959
```
Forces are in eV/Å.

For the energy relative to the best compared isomer or geometry (same formula, charge and spin), the calculation gives 39.0 kcal/mol. The gap between HOMO and LUMO comes out at 9.0 eV. The charge is +1. The value obtained for the highest occupied orbital energy is -0.448 Eh.